Record 1
22
Properties=species:S:1:pos:R:3:forces:R:3 method="wB97M-V/def2-TZVPD" e_above_lowest_kcal_mol=87.07 e_homo_ev="-7.24 / -7.24" multiplicity=1 homo_lumo_gap_ev="8.0 / 8.0" largest_force_ha_per_bohr=0.0688
C -1.6074 -0.4161 1.1969 -0.68 0.04 -0.31
C -1.8812 0.8377 -1.2258 0.31 -0.93 3.40
N -0.9784 0.4470 0.2046 -1.42 1.03 -2.45
H -0.8577 1.3759 0.6015 0.14 -0.05 -0.05
H -1.8331 -1.3798 0.7395 0.02 -0.01 0.08
H -2.5406 0.0198 1.5695 0.01 -0.15 0.07
H -0.9366 -0.5675 2.0462 0.11 0.07 -0.18
H -1.5936 1.8017 -1.6258 0.48 -0.24 0.17
H -2.8855 0.9100 -0.8004 -0.03 -0.08 -0.17
H -1.8385 0.0273 -1.9461 0.37 0.00 0.18
C 0.8673 -1.2995 -0.7544 -0.52 0.08 0.21
C 0.7848 0.1859 -0.4412 1.52 0.87 -2.76
C 1.6628 0.6440 0.6774 -1.17 0.10 0.72
C 2.3391 -0.1201 1.5276 -0.04 -0.06 -0.03
N 0.7644 1.0749 -1.4620 1.28 -0.47 0.94
H 0.9106 0.6335 -2.3683 -0.59 -0.23 0.16
H 1.6913 1.7229 0.7767 0.02 0.08 -0.02
H 0.5180 -1.8949 0.0896 0.06 -0.18 0.02
H 1.8980 -1.5818 -0.9723 -0.02 0.09 0.02
H 0.2474 -1.5353 -1.6239 0.07 0.05 0.10
H 2.3761 -1.1972 1.4415 -0.14 -0.09 0.03
H 2.8927 0.3117 2.3494 0.23 0.08 -0.13

Record 2
22
Properties=species:S:1:pos:R:3:forces:R:3 method="wB97M-V/def2-TZVPD" e_above_lowest_kcal_mol=41.65 e_homo_ev=-8.90 multiplicity=1 homo_lumo_gap_ev=10.0 largest_force_ha_per_bohr=0.0065 smiles="C=CCN.C=NCC"
C -2.0393 -0.5972 3.0966 0.10 -0.05 -0.17
C -1.6554 -0.7631 1.8413 0.01 0.03 -0.08
C -2.4878 -0.4127 0.6429 0.03 -0.16 0.11
N -1.9181 0.7432 -0.0533 -0.12 -0.06 0.08
H -1.3712 -0.8587 3.9053 -0.11 0.03 0.15
H -3.0154 -0.1892 3.3265 -0.02 -0.01 0.12
H -0.6633 -1.1591 1.6425 0.03 0.02 -0.06
H -2.5617 -1.2989 -0.0043 -0.01 -0.03 0.03
H -3.5007 -0.1827 0.9782 -0.02 0.12 -0.04
H -2.4552 0.9246 -0.8924 0.10 0.04 -0.06
H -0.9601 0.5349 -0.3235 0.00 0.10 -0.05
C 1.7450 1.6084 0.0848 0.02 0.27 0.03
N 1.2528 0.6872 -0.6117 -0.03 -0.24 -0.23
C 1.8780 0.4025 -1.9004 -0.25 0.03 0.21
C 2.4162 -1.0153 -1.9252 0.16 -0.08 -0.18
H 2.5999 2.2071 -0.2503 0.05 -0.02 0.03
H 1.2984 1.8640 1.0413 -0.03 -0.06 0.04
H 1.1024 0.5097 -2.6620 0.01 0.03 -0.01
H 2.6678 1.1309 -2.1150 0.08 -0.01 -0.08
H 2.7635 -1.2716 -2.9268 0.08 0.05 0.00
H 3.2526 -1.1231 -1.2357 0.00 -0.04 0.04
H 1.6515 -1.7410 -1.6589 -0.12 0.04 0.12

Record 3
22
Properties=species:S:1:pos:R:3:forces:R:3 method="wB97M-V/def2-TZVPD" e_above_lowest_kcal_mol=54.96 e_homo_ev=-8.37 multiplicity=1 homo_lumo_gap_ev=9.4 largest_force_ha_per_bohr=0.0640 smiles="C=C[C@@H](C)N.[H]/N=C/C"
C 2.0098 1.9206 0.0051 0.05 0.03 -0.23
C 1.3433 0.9321 -0.5733 0.22 0.20 0.08
C 1.4152 -0.4905 -0.1521 -1.48 -0.13 2.93
C 0.5618 -0.6643 1.3960 2.42 0.47 -1.59
N 0.9750 -1.3661 -1.1635 -1.27 -0.65 -1.02
H 1.9235 2.9403 -0.3362 -0.05 0.10 -0.07
H 2.7160 1.7423 0.8032 -0.01 -0.07 0.20
H 0.7146 1.1226 -1.4324 -0.16 0.11 -0.04
H 2.4325 -0.7596 0.1508 -0.13 0.11 0.00
H 1.2338 -0.0992 2.0327 0.32 -0.18 0.41
H 0.6156 -1.7255 1.6498 -0.23 0.12 0.05
H -0.3905 -0.2085 1.6261 -0.34 -0.13 -0.68
H -0.0674 -1.2735 -1.3313 1.70 -0.05 0.06
H 1.1464 -2.3321 -0.9073 0.03 0.07 -0.06
H -1.9667 -2.2794 -0.6495 0.10 0.07 0.32
N -1.7869 -1.3080 -0.8975 -0.77 0.36 0.31
C -2.0913 -0.4736 0.0152 -0.70 -0.35 -0.75
C -2.0675 0.9933 -0.2576 0.21 0.01 0.09
H -2.4954 -0.7663 0.9910 0.07 -0.12 -0.08
H -3.0899 1.3775 -0.2584 -0.02 -0.04 0.07
H -1.6217 1.1979 -1.2268 0.01 -0.03 -0.04
H -1.5104 1.5200 0.5160 0.00 0.11 0.04

Record 4
22
Properties=species:S:1:pos:R:3:forces:R:3 method="wB97M-V/def2-TZVPD" e_above_lowest_kcal_mol=36.09 e_homo_ev=-8.81 multiplicity=1 homo_lumo_gap_ev=9.8 largest_force_ha_per_bohr=0.0065 smiles="C=C(C)C.N/C=C/N"
C 0.1230 0.6260 3.5669 -0.02 0.06 0.07
C 0.3025 0.5567 2.2552 0.01 -0.05 -0.09
C 0.3791 1.7763 1.3834 -0.07 -0.06 0.07
C 0.4438 -0.7549 1.5395 -0.06 -0.08 0.07
H 0.0815 -0.2688 4.1739 -0.01 -0.02 0.03
H 0.0121 1.5775 4.0731 0.00 -0.01 0.00
H 1.3662 1.8495 0.9230 0.07 0.06 0.00
H 0.1780 2.6841 1.9509 0.06 0.02 -0.05
H -0.3361 1.7086 0.5618 -0.06 0.00 -0.03
H 0.4535 -1.5973 2.2292 0.03 0.01 0.05
H 1.3627 -0.7803 0.9511 0.03 -0.01 -0.06
H -0.3848 -0.9063 0.8441 0.03 0.05 -0.08
N -2.0041 -1.2627 -1.7951 0.00 -0.02 0.00
C -0.9418 -0.3396 -2.0413 -0.27 0.11 0.10
C 0.2802 -0.7502 -2.3240 0.26 -0.20 0.02
N 1.3639 0.1609 -2.4910 -0.05 0.03 0.00
H -2.8727 -0.9249 -2.1896 0.00 0.01 0.02
H -2.1645 -1.3901 -0.8027 0.03 -0.05 -0.01
H -1.1452 0.7264 -1.9769 0.04 0.08 -0.08
H 0.4716 -1.8197 -2.4048 -0.06 0.02 -0.07
H 2.0182 -0.1773 -3.1835 0.05 -0.01 0.06
H 1.8728 0.2987 -1.6264 -0.02 0.04 -0.02

Record 5
22
Properties=species:S:1:pos:R:3:forces:R:3 method="wB97M-V/def2-TZVPD" e_above_lowest_kcal_mol=91.13 e_homo_ev=-7.29 multiplicity=1 homo_lumo_gap_ev=8.2 largest_force_ha_per_bohr=0.0294
C -0.1716 -0.7116 -0.6625 0.94 -0.57 0.46
C 1.4955 -0.2489 1.3010 -0.02 -0.17 0.05
C -0.2404 -2.2218 -0.5045 0.25 0.03 -0.02
C 0.0524 -0.3350 -2.1310 -0.41 0.32 -0.02
C -0.4765 1.2537 0.4718 -0.65 -0.34 -1.23
C 0.3593 0.0805 0.3851 -0.38 -0.44 -0.17
N -1.7172 1.2571 1.2656 0.30 -0.04 0.04
N 0.1543 2.4948 0.6730 -0.21 -0.31 0.29
H -1.1191 0.5505 -0.6197 0.21 1.36 0.62
H -2.3732 0.5680 0.9234 0.08 0.01 0.00
H -1.4888 1.0216 2.2288 -0.04 0.05 -0.02
H 1.0358 2.6544 0.2116 -0.33 0.15 -0.11
H -0.4776 3.2702 0.8056 0.30 0.02 -0.09
H 1.4822 0.3678 2.2025 -0.01 0.01 -0.04
H 1.4437 -1.2986 1.6061 0.01 0.01 -0.02
H 2.4730 -0.1206 0.8197 -0.06 0.02 0.04
H -1.1137 -2.6107 -1.0346 0.03 0.04 0.01
H 0.6371 -2.7163 -0.9380 -0.03 -0.01 -0.03
H -0.3162 -2.5227 0.5405 -0.02 0.02 -0.01
H -0.6698 -0.8151 -2.7960 -0.01 -0.07 0.07
H -0.0225 0.7387 -2.3030 0.10 0.01 0.07
H 1.0533 -0.6560 -2.4455 -0.06 -0.10 0.11

Record 6
22
Properties=species:S:1:pos:R:3:forces:R:3 method="wB97M-V/def2-TZVPD" e_above_lowest_kcal_mol=14.74 e_homo_ev=-8.07 multiplicity=1 homo_lumo_gap_ev=9.1 largest_force_ha_per_bohr=0.0252 smiles="C=C(N)[C@@H](C)[C@@H](C)N"
C -2.1394 0.5356 -0.7120 0.24 0.00 -0.15
C -1.5256 -0.3878 0.0414 0.32 1.23 -0.24
N -2.2687 -1.3122 0.7535 0.07 -0.58 0.61
C 0.0034 -0.4977 0.1783 -0.25 -0.13 -0.12
C 0.5143 -1.5921 -0.7729 0.18 -0.14 -0.11
C 0.7960 0.8553 0.0768 0.01 0.42 0.29
C 1.7428 1.0161 1.2719 -0.10 -0.11 0.09
N 1.5880 1.0085 -1.1503 -0.13 -0.38 -0.36
H -3.2220 0.5757 -0.7837 0.08 -0.04 0.03
H -1.5936 1.2634 -1.3013 0.03 -0.14 0.09
H -1.8141 -1.6688 1.5899 -0.27 0.12 -0.27
H -3.2379 -1.0498 0.9102 0.39 -0.17 -0.06
H 0.1864 -0.8805 1.1935 -0.05 0.15 -0.07
H 0.3068 -1.3469 -1.8210 0.08 0.01 0.21
H 0.0282 -2.5520 -0.5627 -0.04 0.23 0.03
H 1.5927 -1.7430 -0.6581 -0.15 0.13 -0.07
H 0.1033 1.7026 0.1305 -0.36 -0.31 0.22
H 2.4803 0.2079 1.3168 -0.08 0.06 -0.10
H 2.2818 1.9694 1.2239 -0.06 -0.14 -0.07
H 1.1755 1.0142 2.2097 0.06 -0.01 -0.14
H 2.0246 1.9287 -1.1711 -0.15 -0.24 0.08
H 0.9770 0.9535 -1.9635 0.19 0.04 0.11

Record 7
22
Properties=species:S:1:pos:R:3:forces:R:3 method="wB97M-V/def2-TZVPD" e_above_lowest_kcal_mol=35.50 e_homo_ev=-8.57 multiplicity=1 homo_lumo_gap_ev=9.5 largest_force_ha_per_bohr=0.0667
H -1.8486 -0.3499 -0.5337 1.25 -2.05 -1.90
N -1.3971 -1.2844 -0.9495 -2.50 1.47 1.83
C -0.1603 -1.2701 -1.0429 2.27 2.19 0.60
C 0.6635 -2.5194 -0.9542 -0.29 -0.33 -0.82
C 0.7558 0.0624 -1.1453 -1.02 -1.45 -0.33
C 0.0130 1.3032 -1.6089 -0.11 0.09 0.15
H 1.0390 -2.7701 -1.9480 0.21 -0.13 0.01
H 0.0476 -3.3444 -0.6021 0.03 0.01 0.02
H 1.5202 -2.3791 -0.2974 0.02 0.08 0.04
H 1.2967 0.2280 -0.2122 -0.04 -0.06 0.08
H 1.5088 -0.2131 -1.8879 0.13 0.08 0.02
H -0.6239 1.0945 -2.4707 0.10 -0.04 0.01
H 0.7055 2.1008 -1.8736 0.11 -0.01 -0.10
H -0.6288 1.7119 -0.8308 -0.08 -0.08 0.04
H -2.0005 1.6583 1.2508 0.43 -0.02 -0.05
N -1.7403 0.6717 1.1661 -0.41 0.08 0.49
C -0.6829 0.3523 1.7831 -0.08 0.23 -0.31
C 0.2986 1.2543 2.4575 -0.28 0.08 0.37
H -0.4353 -0.7077 1.7754 0.11 -0.10 -0.07
H 0.4034 0.9529 3.5018 0.05 0.06 0.04
H 1.2837 1.1487 2.0045 0.03 0.01 -0.09
H -0.0181 2.2993 2.4178 0.06 -0.09 -0.03

Record 8
23
Properties=species:S:1:pos:R:3:forces:R:3 method="wB97M-V/def2-TZVPD" e_above_lowest_kcal_mol=203.22 e_homo_ev=-9.16 multiplicity=1 homo_lumo_gap_ev=9.7 largest_force_ha_per_bohr=0.1324
C 1.4308 1.2468 -0.1405 -1.99 0.16 0.40
C 0.2061 0.6634 -1.0340 1.12 -1.11 4.98
C 0.2057 0.8490 -2.4006 2.19 1.72 -6.21
C -0.6715 -0.9657 0.7829 0.30 -1.80 -2.00
C -1.8583 -0.0709 1.2239 -0.32 -1.64 -0.04
C 0.4292 -0.8200 1.8830 1.42 1.75 2.30
H 1.1891 0.6353 0.9052 1.49 2.93 -2.94
H 1.1968 2.6550 -0.0289 1.27 -4.70 -0.37
H 2.4265 0.8434 -0.6549 -1.89 1.47 1.30
H -0.6554 1.1776 -0.8489 -2.25 1.53 2.09
H 1.2671 0.5529 -2.8152 -2.03 1.12 0.02
H -0.5196 0.2249 -2.9105 -0.08 -0.25 -0.03
H -0.1975 1.9398 -2.5992 1.64 -1.87 -0.18
H -0.9261 -2.0656 0.5253 -0.07 1.58 1.66
H -1.9840 -0.4041 2.3023 -0.42 0.67 -1.26
H -1.5993 0.9913 1.1989 0.01 -0.18 0.04
H -2.7909 -0.2581 0.6118 1.00 0.18 0.81
H 0.1111 0.4017 2.4466 1.77 -3.56 -1.75
H 1.7394 -0.9509 1.5212 -4.52 0.31 1.34
H 0.2116 -1.4600 2.8321 0.47 0.65 -2.01
N -0.1910 -0.7209 -0.6606 2.14 0.86 0.96
N 0.6048 -1.6478 -1.2766 -2.49 -2.35 2.06
O 0.3753 -2.8171 -0.8633 1.22 2.52 -1.15

Record 9
23
Properties=species:S:1:pos:R:3:forces:R:3 method="wB97M-V/def2-TZVPD" e_above_lowest_kcal_mol=130.78 e_homo_ev=-7.74 multiplicity=1 homo_lumo_gap_ev=8.4 largest_force_ha_per_bohr=0.0686 smiles="CNC(C)(C)/C=C/ON"
C -0.7594 -1.6875 -1.2038 0.28 0.04 -0.14
N -0.6408 -0.3460 -0.6436 0.85 0.41 -0.34
C 0.7487 0.1644 -0.0460 -0.58 -0.27 -0.73
C 1.7561 -0.9718 0.0711 -0.18 0.08 -0.11
C 1.2833 1.2570 -0.9639 0.04 -0.11 0.17
C 0.2499 0.6202 1.2767 -0.68 0.46 0.86
C -0.5413 1.7026 1.4572 0.37 -0.80 -1.21
O -1.8196 1.5807 1.8738 -0.10 0.12 0.66
N -2.4648 0.3782 1.3708 0.56 0.00 -2.03
H -0.1008 -1.8647 -2.0614 0.04 -0.07 0.07
H -0.5414 -2.4224 -0.4312 -0.06 -0.08 -0.05
H -1.7846 -1.8319 -1.5484 0.00 -0.02 0.11
H -0.9169 0.3280 -1.3518 0.19 0.04 -0.07
H 2.6773 -0.5804 0.5000 0.00 0.04 0.04
H 1.3906 -1.7615 0.7249 0.00 -0.05 0.03
H 1.9953 -1.3975 -0.9026 0.00 -0.06 -0.04
H 0.5654 2.0677 -1.0757 -0.05 0.05 -0.06
H 2.1981 1.6747 -0.5435 0.02 0.01 0.00
H 1.5181 0.8484 -1.9482 -0.04 0.02 -0.02
H -0.0853 -0.2369 1.8573 -0.12 -0.05 -0.07
H -0.3564 2.6811 1.0281 0.12 0.16 0.06
H -1.8102 0.0124 0.3657 -1.10 0.33 3.34
H -2.5610 -0.2149 2.1943 0.44 -0.24 -0.49

Record 10
23
Properties=species:S:1:pos:R:3:forces:R:3 method="wB97M-V/def2-TZVPD" e_above_lowest_kcal_mol=33.67 e_homo_ev=-9.68 multiplicity=1 homo_lumo_gap_ev=10.4 largest_force_ha_per_bohr=0.0792 smiles="[H]/N=C(/O)[C@H](N)C(C)(C)C"
H -1.3810 1.2398 -2.0198 0.08 0.11 -0.19
N -1.4527 0.2464 -2.2240 -0.39 1.19 1.48
C -1.4434 -0.4555 -1.1364 1.76 0.83 -2.34
O -1.5185 -1.7370 -1.4507 0.40 -0.75 -2.94
C -0.9877 -0.0557 0.2578 -0.90 -0.32 0.07
N -1.5432 1.2199 0.6703 -0.09 0.27 0.21
C 0.5640 -0.0813 0.4373 0.05 -0.06 -0.19
C 0.8698 0.0369 1.9373 -0.04 0.06 0.16
C 1.2379 1.0755 -0.3132 0.06 0.14 -0.11
C 1.1415 -1.4076 -0.0750 0.09 -0.12 -0.07
H -1.4077 -1.5324 -2.5573 -0.80 -1.26 3.79
H -1.3961 -0.8420 0.9106 0.13 0.23 0.09
H -1.1853 2.0008 0.1288 -0.01 -0.21 0.02
H -2.5548 1.2311 0.5947 0.15 -0.03 0.02
H 0.4777 0.9726 2.3550 0.06 -0.24 -0.11
H 0.4266 -0.8023 2.4942 0.11 0.20 -0.14
H 1.9575 0.0149 2.0997 -0.27 -0.01 -0.07
H 2.3289 1.0027 -0.1996 -0.26 -0.01 0.00
H 1.0181 1.0466 -1.3902 0.03 -0.02 0.26
H 0.9434 2.0584 0.0828 0.06 -0.25 -0.07
H 0.6128 -2.2672 0.3614 0.13 0.20 -0.15
H 1.0902 -1.4847 -1.1697 -0.07 0.00 0.28
H 2.2020 -1.4798 0.2058 -0.26 0.05 -0.02

Record 11
23
Properties=species:S:1:pos:R:3:forces:R:3 method="wB97M-V/def2-TZVPD" e_above_lowest_kcal_mol=90.87 e_homo_ev=-7.63 multiplicity=1 homo_lumo_gap_ev=8.4 largest_force_ha_per_bohr=0.0408 smiles="C=C([O-])[NH2+]N.C=C(C)C"
C 1.6810 0.7651 0.6258 0.36 0.49 0.34
C 1.8754 0.0311 -0.4785 -1.04 -0.16 -0.40
O 2.3666 -1.0122 -0.8391 0.37 -0.29 -0.32
N 0.8438 0.6089 -1.7215 -0.84 -0.27 0.80
N 0.6930 2.0077 -1.9961 -0.13 -0.02 -0.13
H 1.1241 1.6835 0.6383 -0.10 0.11 -0.13
H 2.2352 0.5083 1.5126 0.10 -0.05 0.10
H 1.1585 0.1279 -2.5648 -0.06 0.05 0.13
H -0.1387 0.2083 -1.4156 1.88 0.66 -0.64
H 1.6206 2.4274 -1.9980 -0.11 -0.14 0.15
H 0.1769 2.4209 -1.2223 0.16 -0.15 -0.10
C -1.5887 -0.5395 -0.6750 -0.59 -0.50 1.02
C -1.0960 -0.7207 0.5707 -0.95 -0.26 -0.47
C -0.3831 -1.9800 0.9523 0.35 0.10 -0.10
C -1.4553 0.1988 1.6987 0.27 0.18 -0.08
H -1.5768 -1.3529 -1.3884 0.34 0.00 -0.18
H -2.2976 0.2526 -0.8773 0.10 0.25 -0.03
H -1.0474 -2.6183 1.5402 -0.05 0.04 -0.01
H -0.0394 -2.5300 0.0779 -0.04 -0.02 0.01
H 0.4898 -1.7541 1.5640 0.01 0.00 0.03
H -2.1017 -0.3220 2.4080 -0.03 -0.09 -0.03
H -0.5600 0.5029 2.2391 0.00 0.03 0.05
H -1.9802 1.0864 1.3490 0.00 0.03 -0.01